#one
The following is a quantum chemistry calculation of an isolated molecule of C10H19N5O5, from OMol25.

## Properties
Frontier orbital gap in eV: 9.38
Charge: 0
E_HOMO in eV: -8.8

XYZ file:
```
39
C10H19N5O5 (ωB97M-V/def2-TZVPD)
H 1.300 -0.610 2.619
N 1.394 0.186 1.956
C 2.623 0.079 1.410
N 3.451 -1.041 1.287
N 3.124 0.997 0.456
C 2.639 2.313 0.126
C 1.248 2.390 -0.562
C 0.974 1.405 -1.735
C 0.637 -0.029 -1.280
N -0.229 -0.068 -0.134
C -1.286 -0.973 -0.126
O -1.708 -1.814 -0.945
C -2.152 -0.791 1.194
N -1.206 -0.593 2.326
C -3.100 0.414 1.113
C -3.902 0.581 -0.145
O -5.089 0.796 -0.183
O -3.096 0.624 -1.182
C 1.670 -1.191 -1.334
O 2.854 -1.053 -1.366
O 1.075 -2.319 -1.258
H 3.218 -1.703 2.081
H 3.419 -1.411 0.339
H 4.038 0.789 0.126
H 2.445 2.822 1.071
H 3.439 2.869 -0.438
H 1.103 3.400 -0.781
H 0.540 2.161 0.307
H 0.009 1.733 -2.210
H 1.828 1.591 -2.452
H -0.017 -0.441 -2.109
H 0.244 0.151 0.774
H -2.939 -1.705 1.237
H -1.175 -1.467 2.879
H -1.761 -0.037 2.892
H -3.758 0.374 1.989
H -2.627 1.371 1.293
H -3.581 0.862 -1.984
H 0.131 -2.170 -1.378
```

#two
The following is a quantum chemistry calculation of an isolated molecule of C10H19N5O5, from OMol25.

## Properties
Frontier orbital gap in eV: 9.31
Charge: 0
E_HOMO in eV: -8.9

XYZ file:
```
39
C10H19N5O5 (ωB97M-V/def2-TZVPD)
H 0.621 -2.370 -1.205
N 0.918 -1.507 -0.802
C 2.230 -1.510 -0.760
N 2.977 -2.672 -0.949
N 2.962 -0.459 -0.051
C 2.771 -0.240 1.521
C 1.267 -0.202 1.810
C 0.623 1.195 1.889
C 0.248 1.910 0.596
N -0.459 0.889 -0.245
C -1.620 1.173 -0.999
O -1.760 2.329 -1.303
C -2.426 -0.005 -1.455
N -1.744 -0.665 -2.553
C -3.082 -0.918 -0.408
C -3.406 -0.346 0.874
O -3.302 0.779 1.221
O -3.987 -1.336 1.646
C 1.350 2.537 -0.274
O 2.525 2.408 0.069
O 0.858 3.002 -1.401
H 2.524 -3.533 -1.306
H 3.882 -2.622 -1.362
H 3.691 0.066 -0.484
H 3.294 -1.005 2.105
H 3.271 0.663 1.951
H 1.093 -0.598 2.862
H 0.718 -0.940 1.273
H -0.305 1.124 2.502
H 1.346 1.884 2.381
H -0.398 2.777 0.863
H -0.195 -0.107 -0.397
H -3.264 0.584 -1.910
H -0.920 -1.217 -2.290
H -1.461 -0.006 -3.283
H -3.916 -1.469 -0.872
H -2.361 -1.691 -0.171
H -4.446 -0.770 2.327
H -0.115 2.868 -1.409
```

Verdict on stability: #two comes out at the bottom.

#one
The following is a quantum chemistry calculation of a structure of composition C5H11N2, from OMol25.

## Properties
Frontier orbital gap (alpha / beta) in eV: 6.73 / 9.96
<S²>: 2.01
Charge: +1
E_HOMO (alpha / beta) in eV: -9.5 / -15.8
2S+1: 3

XYZ file:
```
18
C5H11N2 (ωB97M-V/def2-TZVPD)
C 1.126 -1.472 -0.174
C -0.230 -1.629 -0.339
C 1.744 1.108 0.395
C -1.203 -0.040 1.149
C -1.004 0.564 -1.276
N 0.964 -0.146 0.117
N -0.470 -0.214 -0.133
H 2.070 -1.866 -0.208
H -0.846 -2.389 -0.641
H 1.647 1.324 1.463
H 2.676 0.738 -0.054
H 1.359 2.021 -0.185
H -1.198 0.994 1.618
H -2.341 -0.258 1.097
H -0.678 -0.593 2.003
H -1.656 1.440 -0.999
H -0.213 0.619 -2.025
H -1.745 -0.199 -1.809
```

#two
The following is a quantum chemistry calculation of a cluster of 2 separate species, C5H11N2 in total, from OMol25.

## Properties
Frontier orbital gap (alpha / beta) in eV: 6.08 / 9.45
<S²>: 2.03
Charge: +1
E_HOMO (alpha / beta) in eV: -11.1 / -16.1
2S+1: 3

XYZ file:
```
18
C5H11N2 (ωB97M-V/def2-TZVPD)
C 2.179 -1.536 0.988
C 1.497 0.354 -2.083
C -0.441 0.057 -0.588
C -1.391 1.164 1.214
C -2.760 0.181 -0.482
N 0.395 0.354 -1.418
N -1.609 0.632 -0.119
H 2.235 -0.609 0.414
H 1.183 -1.675 1.597
H 1.457 0.314 -3.143
H 2.385 0.692 -1.528
H -2.035 1.952 1.482
H -1.398 0.303 1.846
H -0.374 1.611 1.214
H -3.010 -0.335 -1.441
H 2.437 -2.471 0.386
H -3.708 0.502 -0.113
H 2.958 -1.491 1.774
```

#three
The following is a quantum chemistry calculation of a structure of composition C5H11N2, from OMol25.

## Properties
Frontier orbital gap (alpha / beta) in eV: 7.08 / 7.14
<S²>: 2.01
Charge: +1
E_HOMO (alpha / beta) in eV: -9.9 / -15.1
2S+1: 3

XYZ file:
```
18
C5H11N2 (ωB97M-V/def2-TZVPD)
C 0.927 -0.578 0.086
C -0.945 -0.562 0.560
C 2.339 -0.563 -0.209
C -2.127 -0.606 -0.391
C 0.059 1.886 0.237
N 0.074 0.430 0.320
N 0.050 -1.563 0.329
H -1.219 -0.681 1.673
H 2.669 -0.520 0.825
H 2.535 0.409 -0.665
H 2.891 -1.428 -0.609
H -1.589 -0.676 -1.357
H -2.618 0.324 -0.219
H -2.652 -1.525 -0.289
H -0.437 2.356 -0.648
H -0.310 2.313 1.136
H 1.113 2.273 0.226
H -0.055 -2.476 0.751
```

Verdict on stability: #one comes out at the bottom.

#one
The following is a quantum chemistry calculation of an isolated molecule of C3H3NO3S, from OMol25.

## Properties
Frontier orbital gap in eV: 10.23
Charge: 0
E_HOMO in eV: -10.3

XYZ file:
```
11
C3H3NO3S (ωB97M-V/def2-TZVPD)
O 3.496 0.656 -0.141
C 2.909 -0.418 0.064
O 1.534 -0.494 0.128
N 0.909 0.794 0.022
C -0.306 0.538 0.036
S -1.233 -0.906 -0.104
C -2.806 -0.125 0.053
O -3.032 1.073 0.034
H 3.247 -1.430 0.349
H -0.977 1.322 -0.017
H -3.673 -0.795 0.083
```

#two
The following is a quantum chemistry calculation of an isolated molecule of C3H3NO3S, from OMol25.

## Properties
Frontier orbital gap in eV: 9.07
Charge: 0
E_HOMO in eV: -9.7

XYZ file:
```
11
C3H3NO3S (ωB97M-V/def2-TZVPD)
O 0.097 -1.839 2.276
N -0.137 -2.002 0.892
C -0.138 -0.891 0.301
O -0.606 -0.742 -0.983
C -0.071 0.498 -1.487
C 0.115 1.252 -0.147
S 0.180 2.880 0.026
O 0.181 0.333 0.828
H 0.406 -0.883 2.460
H 0.903 0.424 -2.068
H -0.931 0.969 -2.098
```

#three
The following is a quantum chemistry calculation of an isolated molecule of C3H3NO3S, from OMol25.

## Properties
Frontier orbital gap in eV: 8.57
Charge: 0
E_HOMO in eV: -9.3

XYZ file:
```
11
C3H3NO3S (ωB97M-V/def2-TZVPD)
O 0.138 1.881 0.136
C 1.131 1.317 -0.262
C 1.332 -0.199 -0.083
O 2.464 -0.602 -0.134
N 0.237 -1.048 0.126
O -0.944 -0.653 -0.513
C -1.940 -0.339 0.333
S -3.384 0.193 -0.210
H 2.020 1.836 -0.681
H 0.511 -2.026 -0.080
H -1.565 -0.360 1.368
```

Verdict on stability: #two comes out at the bottom.

#one
The following is a quantum chemistry calculation of a cluster of 4 separate species, C3H15NO4 in total, from OMol25.

## Properties
Frontier orbital gap in eV: 8.52
Charge: 0
E_HOMO in eV: -8.0

XYZ file:
```
23
C3H15NO4 (ωB97M-V/def2-TZVPD)
C -1.220 -2.423 0.504
N -0.517 -1.193 0.233
C 0.929 -1.153 0.274
C 1.406 0.285 0.599
O 2.259 0.386 1.776
H -0.938 -3.241 -0.160
H -2.281 -2.167 0.540
H -1.037 -2.714 1.552
H -1.005 -0.377 -0.084
H 1.241 -1.890 1.008
H 1.345 -1.355 -0.725
H 2.150 0.674 -0.095
H 0.483 0.822 0.798
H 1.950 -0.220 2.462
O -0.871 3.367 -5.993
H -0.805 2.500 -6.419
H -1.278 3.037 -5.171
O 1.136 -1.523 4.258
H 1.200 -1.562 5.217
H 1.195 -2.445 3.984
O -1.771 3.375 -1.316
H -1.162 3.721 -1.982
H -2.408 4.096 -1.258
```

#two
The following is a quantum chemistry calculation of a cluster of 4 separate species, C3H15NO4 in total, from OMol25.

## Properties
Frontier orbital gap in eV: 10.29
Charge: 0
E_HOMO in eV: -9.7

XYZ file:
```
23
C3H15NO4 (ωB97M-V/def2-TZVPD)
C 0.466 1.956 1.422
C 0.201 0.707 0.611
O 0.685 0.893 -0.705
C -1.259 0.290 0.582
N -1.335 -1.073 0.023
H -0.442 2.206 1.974
H 1.243 1.872 2.173
H 0.710 2.752 0.716
H 0.773 -0.160 0.988
H 0.721 0.063 -1.216
H -1.733 0.416 1.560
H -1.684 0.964 -0.177
H -2.236 -1.500 0.188
H -0.654 -1.643 0.513
O 2.368 -3.867 2.952
H 2.915 -4.562 2.570
H 1.465 -4.166 2.789
O -1.067 2.857 -3.192
H -0.754 2.031 -2.791
H -0.580 3.529 -2.702
O 0.310 -1.173 -2.471
H 0.510 -0.971 -3.394
H -0.622 -1.421 -2.414
```

Verdict on stability: #one comes out at the bottom.